# 1
C9H17CaN3O5Se as an isolated structure at a distorted geometry. Source: the OMol25 dataset; level of theory: ωB97M-V with the def2-TZVPD basis set.

Properties
- Calculated total energy: -3972.7858 hartree
- Net charge: 0
- Relative energy (zero: lowest compared OMol25 entry of this formula, charge and spin): 31.8 kcal per mole

CARTESIAN COORDINATES (ANGSTROEM)
Ca -0.352 -0.248 0.369
O -3.004 -2.676 -1.286
C -2.416 -1.553 -0.958
O -1.356 -1.159 -1.415
C -3.237 -0.750 0.031
O -2.436 0.327 0.458
C -2.527 0.723 1.838
C -1.208 1.536 1.990
O -1.249 2.756 1.867
O -0.173 0.797 2.065
H -2.400 -3.258 -1.782
H -3.528 -1.402 0.855
H -4.139 -0.396 -0.477
H -2.496 -0.157 2.486
H -3.411 1.331 2.022
N 1.767 -1.133 0.056
C 2.764 -0.566 -0.873
C 3.377 0.727 -0.341
C 2.373 1.836 -0.001
C 1.416 2.205 -1.146
N 0.048 1.697 -0.879
H 2.195 -1.266 0.970
H 1.508 -2.066 -0.260
H 2.256 -0.382 -1.822
H 3.576 -1.273 -1.070
H 4.091 1.091 -1.083
H 3.949 0.496 0.563
H 2.937 2.715 0.309
H 1.772 1.536 0.858
H 1.759 1.763 -2.084
H 1.408 3.288 -1.291
H -0.530 1.840 -1.701
H -0.359 2.286 -0.148
Se -0.740 -5.000 0.050
C -0.793 -3.383 0.713
N -0.845 -2.283 1.119

Force components x, y, z for each atom (eV/Å):
Ca 2.174 -1.337 -1.935
O -0.231 -0.108 -0.021
C -0.044 0.075 -0.428
O -0.839 -0.483 -0.763
C -0.251 -0.094 -0.099
O -1.657 0.250 -0.017
C 0.178 0.374 0.458
C -0.591 0.804 0.579
O -0.030 -0.192 0.025
O 0.148 1.464 2.364
H 0.120 0.008 0.069
H 0.052 0.001 0.022
H -0.010 0.009 0.045
H -0.112 -0.046 -0.076
H -0.009 0.003 -0.109
N 1.149 -0.432 -0.238
C 0.127 0.095 0.043
C -0.266 -0.054 0.053
C 0.002 -0.131 -0.223
C 0.047 0.012 0.070
N 0.335 0.977 -0.462
H -0.006 -0.051 -0.002
H 0.049 -0.021 0.070
H 0.012 -0.019 -0.024
H -0.048 -0.014 -0.052
H 0.022 -0.025 -0.006
H 0.068 0.005 -0.040
H -0.037 0.017 0.036
H 0.020 0.110 0.152
H -0.009 0.023 -0.018
H -0.015 -0.022 -0.011
H -0.029 -0.013 0.012
H 0.002 0.149 -0.104
Se 0.063 -0.800 -0.484
C -0.067 0.974 0.619
N -0.315 -1.508 0.496


# 2
C9H17Cl2NO2PTc as an isolated structure at a distorted geometry. Source: the OMol25 dataset; level of theory: ωB97M-V with the def2-TZVPD basis set.

Properties
- <S²>: 3.79
- Multiplicity: 4
- Calculated total energy: -1899.6979 hartree
- Net charge: +3

CARTESIAN COORDINATES (ANGSTROEM)
C 0.971 4.297 2.126
C 0.798 3.050 1.337
H 1.614 4.969 1.548
H 1.446 4.060 3.089
H -0.005 4.777 2.304
O 1.193 2.805 0.207
Cl -0.144 1.761 2.248
Tc 0.240 0.181 0.220
P -1.707 0.379 -0.931
C -1.813 0.413 -2.755
C -3.092 -0.744 -0.546
H -2.346 2.227 0.554
H -3.358 2.143 -0.936
H -1.696 2.816 -1.003
C -2.338 2.055 -0.532
H -3.189 -0.866 0.537
H -4.026 -0.361 -0.972
H -2.812 0.749 -3.060
H -1.648 -0.600 -3.138
H -2.873 -1.725 -0.981
H -1.061 1.080 -3.189
C 1.007 0.165 -1.516
O 1.505 0.008 -2.569
Cl -0.935 -1.345 1.636
C 2.561 -4.624 0.586
C 3.144 -3.225 0.879
C 2.226 -2.121 0.638
N 1.565 -1.176 0.503
H 1.778 -4.890 1.306
H 3.348 -5.377 0.665
H 2.154 -4.688 -0.430
H 3.464 -3.150 1.932
H 4.029 -3.041 0.245

Force components x, y, z for each atom (eV/Å):
C 0.176 -0.083 -0.164
C 1.511 1.382 -2.176
H -0.139 -0.108 0.098
H -0.222 0.069 -0.108
H 0.203 -0.220 0.060
O -1.566 -0.698 2.666
Cl 0.076 -0.355 -0.463
Tc -1.128 -0.021 6.071
P -4.735 -0.056 -2.986
C 1.161 -0.324 -0.037
C 0.521 -0.594 0.639
H -0.269 0.013 -0.372
H 0.228 -0.418 -0.018
H -0.230 -0.177 0.080
C 1.252 0.757 1.068
H -0.167 0.100 -0.214
H 0.282 0.186 -0.114
H 0.092 -0.042 0.337
H -0.066 0.102 -0.067
H -0.078 0.080 0.031
H -0.189 -0.014 -0.021
C 4.124 -0.249 -8.662
O -2.661 0.781 5.561
Cl 0.423 1.353 -0.643
C -0.695 -0.386 -0.182
C 0.189 0.128 -0.094
C 0.671 -0.143 0.268
N 1.160 -1.799 -0.651
H 0.178 0.128 -0.176
H 0.072 0.309 0.070
H 0.117 0.060 0.245
H -0.099 0.125 -0.183
H -0.194 0.114 0.135


# 3
C9H17Cl2NO2Ti as an isolated structure at a distorted geometry. Source: the OMol25 dataset; level of theory: ωB97M-V with the def2-TZVPD basis set.

Properties
- <S²>: 0.76
- Multiplicity: 2
- Calculated total energy: -2328.2073 hartree
- Net charge: -1
- Relative energy (zero: lowest compared OMol25 entry of this formula, charge and spin): 19.8 kcal per mole

CARTESIAN COORDINATES (ANGSTROEM)
Ti 1.891 -0.942 -0.315
Cl -0.225 -1.813 -0.604
Cl 2.830 1.066 0.054
C 3.282 -2.087 -0.205
H 4.214 -1.977 0.347
H 3.200 -2.969 -0.856
C -1.184 1.659 -1.690
C 0.052 1.320 -1.925
H -1.427 2.402 -0.926
C 0.454 0.180 -2.846
H 0.896 1.877 -1.492
C -0.626 -0.165 -3.897
H 1.455 0.331 -3.301
H 0.527 -0.799 -2.284
C -2.041 -0.114 -3.334
H -0.478 0.519 -4.739
H -0.446 -1.185 -4.263
C -2.371 1.040 -2.365
H -2.754 -0.105 -4.161
H -2.225 -1.026 -2.755
H -2.942 1.817 -2.880
H -3.065 0.652 -1.604
N -0.949 -0.135 4.005
C 0.180 -1.029 3.592
C 0.532 -0.546 2.187
O 1.480 -1.194 1.591
O -0.104 0.423 1.756
H -0.587 0.815 4.177
H -1.428 -0.437 4.859
H -1.632 -0.069 3.233
H 1.008 -0.898 4.291
H -0.146 -2.074 3.634

Force components x, y, z for each atom (eV/Å):
Ti -0.311 0.315 -0.447
Cl -1.912 -1.409 0.101
Cl 0.757 1.897 0.110
C 1.681 -1.383 -0.889
H 0.127 -0.187 -0.031
H 0.067 -0.206 0.153
C -1.618 0.405 0.417
C 2.299 -0.373 -0.881
H 0.234 0.054 -0.303
C 0.041 -0.792 -0.041
H -0.590 -0.411 0.157
C 0.712 0.361 0.068
H -0.627 0.222 0.072
H 0.193 1.334 -0.323
C -0.282 -0.136 0.507
H -0.347 0.021 -0.090
H 0.014 0.223 -0.078
C -0.122 -0.282 -0.037
H -0.094 -0.070 -0.025
H 0.209 -0.036 -0.260
H 0.052 0.205 -0.081
H 0.143 0.065 -0.073
N -0.563 0.224 0.980
C 0.126 -0.306 0.087
C 2.403 -1.167 -2.353
O -2.539 1.035 3.722
O -0.574 0.297 0.547
H -0.182 -0.359 -0.501
H 0.190 -0.102 -0.168
H 0.588 0.169 -0.121
H -0.070 0.101 -0.031
H -0.004 0.290 -0.190